Entry 1:
This record from OMol25 describes C29H43N3O7P2Sn as an isolated structure in a non-equilibrium geometry. The level of theory is ωB97M-V/def2-TZVPD.

```
! RIJCOSX wB97M-V def2-TZVPD def2/J DEFGRID3
* xyz 2 1
Sn -1.547 -0.885 -0.712
C 2.464 3.071 -1.084
C 1.590 3.591 -0.087
C 3.229 2.358 0.958
C 3.486 2.330 -0.438
C 2.076 3.163 1.178
C 2.379 3.285 -2.542
H 1.456 3.807 -2.820
H 2.416 2.327 -3.085
H 3.227 3.887 -2.903
C 4.626 1.683 -1.101
H 4.823 2.149 -2.073
H 4.443 0.617 -1.272
H 5.530 1.751 -0.486
C 4.070 1.719 1.984
H 5.059 2.197 2.067
H 4.260 0.668 1.726
H 3.590 1.766 2.967
C 1.526 3.519 2.504
H 2.099 4.341 2.964
H 1.572 2.666 3.198
H 0.483 3.851 2.430
C 0.463 4.523 -0.308
H 0.798 5.574 -0.281
H -0.305 4.409 0.469
H -0.007 4.356 -1.285
C -3.079 -1.826 -1.826
C -2.872 -0.693 -2.892
C -3.876 0.476 -2.980
C -4.342 1.090 -1.672
C -3.400 0.792 -0.500
C -3.933 0.007 0.531
C -4.653 -1.283 0.324
C -4.411 -1.845 -1.110
H -4.716 0.137 -3.582
H -5.384 0.749 -1.461
H -3.390 1.299 -3.536
H -5.092 -1.305 -1.764
H -2.802 -2.850 -2.231
H -2.897 -1.171 -3.867
H -4.651 -2.912 -1.060
H -4.404 -2.019 1.121
H -4.051 0.462 1.524
H -5.754 -1.121 0.433
H -4.434 2.181 -1.784
H -2.695 1.610 -0.238
P -1.171 -0.063 -3.143
C -0.382 -1.374 -4.108
C -0.892 1.702 -3.141
P -1.249 -0.342 3.269
C -1.394 -0.943 1.571
C -1.916 1.365 2.876
C -2.748 -1.373 3.564
H 0.125 -2.088 -3.431
H 0.324 -0.855 -4.775
H -1.174 -1.891 -4.693
H -1.672 2.302 -2.653
H -0.798 2.009 -4.192
H 0.054 1.881 -2.603
H -3.625 -1.105 2.948
H -2.940 -1.239 4.639
H -2.489 -2.419 3.336
H -2.002 -1.894 1.493
H -1.803 0.048 1.087
H -1.303 2.004 3.545
H -2.980 1.513 3.095
H -1.720 1.714 1.847
O 3.104 -6.432 3.500
N 3.846 -5.540 3.035
O 5.087 -5.557 3.197
C 3.237 -4.452 2.279
C 1.858 -4.445 1.986
C 1.293 -3.583 1.027
C 2.109 -2.452 0.530
O 1.654 -1.440 -0.016
C 3.556 -2.574 0.831
C 4.081 -3.451 1.769
N 4.442 -1.667 0.125
O 4.239 -1.465 -1.089
O 5.383 -1.143 0.769
N -0.098 -3.571 0.635
O -0.956 -4.097 1.382
O -0.459 -2.981 -0.470
H 1.269 -5.179 2.532
H 5.139 -3.423 2.048
*
```

Summary:
**Energy relative to the best compared isomer or geometry (same formula, charge and spin)**: 6.572 eV
**Gap between HOMO and LUMO (alpha / beta)**: 4.777 / 4.850 eV
**E_LUMO (alpha / beta)**: -7.9277 / -7.8548 eV


Entry 2:
This record from OMol25 describes C29H44BN8O2STi as an isolated structure in a non-equilibrium geometry. The level of theory is ωB97M-V/def2-TZVPD.

```
! RIJCOSX wB97M-V def2-TZVPD def2/J DEFGRID3
* xyz 0 2
Ti 0.076 -0.531 -0.075
C -0.615 3.550 3.272
C -1.120 2.336 2.573
C -2.263 1.624 2.870
C -2.313 0.574 1.945
N -1.254 0.657 1.137
N -0.530 1.732 1.521
B 0.697 2.218 0.734
N 0.378 2.147 -0.771
N -0.340 1.147 -1.338
C -0.661 1.545 -2.574
C -0.106 2.809 -2.813
C 0.544 3.158 -1.648
C 1.318 4.392 -1.351
C -1.540 0.800 -3.549
C -2.553 -0.061 -2.792
C -0.675 -0.084 -4.458
C -2.309 1.814 -4.412
N 1.888 1.313 1.074
N 1.833 -0.021 0.888
C 2.966 -0.552 1.351
C 3.771 0.489 1.841
C 3.055 1.651 1.652
C 3.470 3.037 1.995
C 3.436 -1.987 1.347
C 2.452 -3.014 0.788
C 3.749 -2.396 2.794
C 4.711 -2.023 0.489
C -3.442 -0.415 1.852
C -4.740 0.364 1.587
C -3.223 -1.428 0.734
C -3.550 -1.187 3.173
H -1.298 3.802 4.080
H -0.551 4.401 2.594
H 0.372 3.372 3.695
H -2.957 1.839 3.654
H 0.940 3.330 1.044
H -0.181 3.389 -3.709
H 1.365 5.017 -2.239
H 2.330 4.132 -1.044
H 0.855 4.961 -0.545
H -2.032 -0.727 -2.103
H -3.130 -0.663 -3.494
H -3.242 0.571 -2.230
H -0.186 -0.863 -3.878
H 0.100 0.506 -4.942
H -1.285 -0.557 -5.224
H -2.829 2.532 -3.777
H -3.044 1.291 -5.020
H -1.643 2.354 -5.080
H 4.744 0.421 2.282
H 4.466 3.009 2.429
H 2.789 3.486 2.715
H 3.491 3.668 1.108
H 1.708 -3.279 1.533
H 2.995 -3.917 0.517
H 1.947 -2.643 -0.101
H 2.860 -2.273 3.410
H 4.550 -1.798 3.218
H 4.050 -3.442 2.814
H 4.465 -1.789 -0.545
H 5.160 -3.012 0.529
H 5.442 -1.300 0.841
H -4.634 1.012 0.718
H -5.000 0.980 2.443
H -5.558 -0.330 1.405
H -3.162 -0.930 -0.234
H -4.051 -2.137 0.722
H -2.302 -1.973 0.936
H -3.671 -0.518 4.021
H -2.650 -1.778 3.333
H -4.408 -1.856 3.134
S 1.966 -0.815 -1.975
C 0.884 -2.120 -2.158
C 1.120 -3.209 -3.012
C 0.224 -4.255 -3.044
C -0.916 -4.184 -2.234
C -1.109 -3.074 -1.447
N -0.244 -2.039 -1.395
H 2.012 -3.196 -3.619
H 0.386 -5.113 -3.680
H -1.647 -4.978 -2.225
H -2.004 -2.996 -0.845
O -0.625 -2.455 3.159
N 0.172 -1.813 2.457
O -0.142 -1.700 1.175
*
```

Summary:
**Energy relative to the best compared isomer or geometry (same formula, charge and spin)**: 1.280 eV
**Gap between HOMO and LUMO (alpha / beta)**: 7.237 / 7.771 eV
**Expectation value of S²**: 0.7559
**E_LUMO (alpha / beta)**: 0.2770 / 0.2121 eV


Entry 3:
This record from OMol25 describes C29H44CdN6O9S2Si as an isolated structure. The level of theory is ωB97M-V/def2-TZVPD.

```
! RIJCOSX wB97M-V def2-TZVPD def2/J DEFGRID3
* xyz -2 1
Cd 0.845 -1.197 -0.079
O 3.837 1.063 -2.180
C 3.328 0.348 -1.338
N 2.626 -0.806 -1.512
C 3.107 -1.780 -2.296
O 4.095 -1.785 -3.029
C 2.364 -3.104 -2.122
C 2.609 -4.146 -3.006
C 1.999 -5.366 -2.779
C 1.184 -5.520 -1.665
C 0.987 -4.431 -0.831
N 1.562 -3.252 -1.068
C 3.487 0.723 0.132
C 4.434 1.678 0.482
C 4.605 1.982 1.821
C 3.827 1.329 2.765
C 2.913 0.383 2.328
N 2.752 0.087 1.043
H 3.274 -3.966 -3.838
H 2.161 -6.195 -3.458
H 0.702 -6.463 -1.441
H 0.370 -4.486 0.061
H 4.996 2.161 -0.304
H 5.332 2.726 2.127
H 3.922 1.544 3.822
H 2.287 -0.174 3.017
C 2.801 -3.937 3.381
S 1.153 -3.391 2.947
O 0.564 -2.924 4.189
O 0.515 -4.559 2.359
O 1.414 -2.309 1.984
H 2.715 -4.744 4.107
H 3.343 -3.094 3.809
H 3.296 -4.286 2.476
S -3.949 -2.816 0.535
C -2.379 -2.417 0.240
N -1.264 -2.132 0.058
C 0.313 5.288 0.861
C 0.616 4.361 -0.317
C 1.915 3.601 -0.078
C 0.719 5.172 -1.608
O -0.473 3.473 -0.495
Si -0.779 2.012 0.246
O 0.162 0.854 -0.249
O -0.665 2.384 1.862
C -1.122 1.648 2.997
C -1.012 0.145 2.782
C -0.229 2.078 4.158
C -2.575 2.037 3.278
O -2.400 1.792 -0.028
C -3.085 1.655 -1.269
C -4.425 1.005 -0.941
C -3.311 3.044 -1.873
C -2.306 0.778 -2.244
H 1.118 6.017 0.997
H 0.201 4.697 1.770
H -0.622 5.823 0.679
H 2.754 4.297 0.019
H 2.112 2.927 -0.914
H 1.849 3.006 0.836
H 1.521 5.913 -1.542
H -0.226 5.687 -1.796
H 0.925 4.503 -2.445
H 0.013 -0.133 2.538
H -1.661 -0.178 1.966
H -1.292 -0.404 3.683
H 0.805 1.789 3.953
H -0.548 1.605 5.089
H -0.270 3.164 4.274
H -3.191 1.791 2.413
H -2.645 3.113 3.462
H -2.953 1.500 4.152
H -4.964 1.618 -0.213
H -4.273 0.012 -0.515
H -5.039 0.911 -1.842
H -3.871 3.666 -1.171
H -3.876 2.968 -2.807
H -2.354 3.525 -2.069
H -2.106 -0.197 -1.797
H -1.342 1.219 -2.500
H -2.885 0.645 -3.163
C -2.551 -4.432 -2.463
N -2.508 -3.072 -2.968
C -3.747 -2.431 -3.366
C -1.346 -2.510 -3.252
N -0.327 -2.018 -3.499
H -3.365 -4.507 -1.743
H -1.621 -4.649 -1.941
H -2.689 -5.159 -3.275
H -4.465 -2.529 -2.551
H -4.155 -2.876 -4.283
H -3.566 -1.373 -3.533
*
```

Summary:
**Energy relative to the best compared isomer or geometry (same formula, charge and spin)**: 0.750 eV
**Gap between HOMO and LUMO**: 7.517 eV
**E_LUMO**: 4.4173 eV


Entry 4:
This record from OMol25 describes C29H44CrN3P as an isolated structure in a non-equilibrium geometry. The level of theory is ωB97M-V/def2-TZVPD.

```
! RIJCOSX wB97M-V def2-TZVPD def2/J DEFGRID3
* xyz 1 4
Cr 0.065 1.074 0.160
C -0.468 2.954 1.283
C -0.538 1.787 2.028
C 0.811 1.323 2.171
C 1.678 2.191 1.498
C 0.841 3.137 0.885
C 1.335 4.342 0.137
C 3.176 2.148 1.545
C 1.091 0.084 2.995
C -1.716 1.297 2.958
C -1.520 4.055 1.052
H 0.877 5.217 0.625
H 0.968 4.219 -0.844
H 2.417 4.377 0.143
H 3.452 3.139 1.948
H 3.582 2.232 0.558
H 3.603 1.347 2.175
H 0.967 0.274 4.062
H 2.126 -0.215 2.856
H 0.406 -0.707 2.812
H -1.426 1.633 4.051
H -1.977 0.257 2.796
H -2.648 1.860 2.845
H -1.181 4.953 1.654
H -2.440 3.783 1.520
H -1.720 4.422 -0.007
C -2.864 1.868 -0.871
N -1.989 0.739 -0.680
C -1.895 -0.012 -1.944
C -2.433 -0.184 0.374
C -3.736 -0.347 0.832
C -4.095 -1.241 1.852
C -3.158 -2.220 2.186
C -1.872 -2.079 1.709
C -1.428 -1.107 0.756
N -0.199 -0.904 0.358
C 0.819 -1.886 0.058
C 2.190 -1.739 0.377
C 3.224 -2.572 0.033
C 2.937 -3.827 -0.437
C 1.535 -4.105 -0.656
C 0.535 -3.186 -0.376
N -0.896 -3.588 -0.577
C -1.313 -3.311 -1.953
C -1.171 -4.960 -0.237
H -3.761 1.603 -1.350
H -3.060 2.329 0.113
H -2.355 2.698 -1.382
H -1.478 0.607 -2.766
H -1.353 -0.968 -1.792
H -2.971 -0.270 -2.303
H -4.430 0.380 0.431
H -5.129 -1.234 2.320
H -3.460 -2.994 2.906
H -1.130 -2.848 1.926
H 2.430 -0.803 0.872
H 4.230 -2.344 0.326
H 3.659 -4.460 -0.857
H 1.304 -5.070 -1.091
H -0.742 -2.377 -2.277
H -1.204 -4.196 -2.578
H -2.407 -3.011 -2.031
H -1.431 -5.541 -1.164
H -0.366 -5.446 0.378
H -2.033 -5.028 0.432
C 3.677 1.066 -1.750
P 1.772 1.000 -1.922
C 1.734 -0.533 -3.038
C 1.368 2.365 -3.069
H 4.031 0.801 -2.775
H 4.100 0.345 -1.028
H 4.009 2.083 -1.604
H 2.288 -0.134 -3.916
H 0.717 -0.833 -3.352
H 2.255 -1.373 -2.512
H 0.310 2.278 -3.234
H 1.845 2.089 -3.995
H 1.632 3.298 -2.626
*
```

Summary:
**Energy relative to the best compared isomer or geometry (same formula, charge and spin)**: 1.516 eV
**Gap between HOMO and LUMO (alpha / beta)**: 6.683 / 7.367 eV
**Expectation value of S²**: 3.8437
**E_LUMO (alpha / beta)**: -2.9933 / -2.4838 eV


Entry 5:
This record from OMol25 describes C29H44IN3O5PPt as an isolated structure. The level of theory is ωB97M-V/def2-TZVPD.

```
! RIJCOSX wB97M-V def2-TZVPD def2/J DEFGRID3
* xyz 1 1
Pt -1.244 -0.248 -0.546
O -1.641 0.081 1.410
C -2.441 -0.620 2.080
C -3.386 -1.562 1.632
C -4.132 -2.215 2.646
C -5.097 -3.106 2.311
C -5.388 -3.396 0.962
C -4.693 -2.780 -0.032
C -3.656 -1.843 0.250
O -3.048 -1.302 -0.739
N -5.859 -3.775 3.372
O -5.570 -3.510 4.521
O -6.728 -4.547 3.027
H -2.407 -0.436 3.158
H -3.939 -2.005 3.690
H -6.165 -4.115 0.743
H -4.900 -2.990 -1.073
C 4.842 -0.633 -2.094
C 3.934 -1.845 -1.901
C 2.798 -1.528 -0.908
C 2.429 -0.031 -0.944
C 2.571 0.455 -2.389
C 4.064 0.530 -2.735
P 0.897 0.368 -0.003
C 1.170 -0.342 1.684
C 0.810 -1.830 1.813
C 0.641 -2.205 3.294
C 1.584 -1.400 4.201
C 2.861 -1.051 3.447
C 2.560 -0.067 2.305
C 0.906 2.194 0.266
C 2.270 2.875 0.554
C 2.761 3.698 -0.634
C 1.788 4.836 -0.967
C 0.329 4.433 -0.696
C 0.147 2.927 -0.857
H 5.702 -0.894 -2.710
H 5.245 -0.331 -1.123
H 4.506 -2.696 -1.532
H 3.523 -2.150 -2.866
H 3.115 -1.806 0.098
H 1.915 -2.131 -1.142
H 3.173 0.525 -0.365
H 2.083 1.411 -2.577
H 2.114 -0.283 -3.041
H 4.474 1.486 -2.401
H 4.176 0.504 -3.821
H 0.436 0.215 2.268
H 1.595 -2.439 1.367
H -0.101 -2.068 1.258
H 0.837 -3.272 3.409
H -0.396 -2.052 3.607
H 1.807 -1.965 5.106
H 1.102 -0.474 4.530
H 3.306 -1.967 3.048
H 3.604 -0.612 4.113
H 3.357 -0.130 1.563
H 2.577 0.952 2.697
H 0.291 2.283 1.169
H 3.031 2.156 0.852
H 2.146 3.539 1.414
H 2.887 3.045 -1.500
H 3.751 4.102 -0.415
H 1.907 5.121 -2.014
H 2.038 5.719 -0.377
H -0.346 4.972 -1.361
H 0.045 4.709 0.324
H 0.511 2.621 -1.843
H -0.908 2.646 -0.828
C -5.012 1.364 -0.260
O -3.687 1.620 -0.734
H -5.645 2.248 -0.350
H -5.007 1.024 0.779
H -5.427 0.571 -0.878
H -3.295 2.313 -0.194
I -0.571 -0.829 -6.726
C -1.231 -0.499 -4.809
C -2.466 -0.037 -4.405
N -2.447 0.016 -3.071
N -1.258 -0.378 -2.575
C -0.513 -0.692 -3.629
H -3.337 0.253 -4.968
H -3.158 0.336 -2.426
H 0.485 -1.058 -3.509
*
```

Summary:
**Energy relative to the best compared isomer or geometry (same formula, charge and spin)**: 0.000 eV
**Gap between HOMO and LUMO**: 8.041 eV
**E_LUMO**: -3.4256 eV